Below is a molecular structure, C24H60F12N2O28S4Tl, with properties calculated with wB97M-V/def2-TZVPD.

- max |F| (eV Å⁻¹) = 6.063
- charge = +1
- frontier orbital gap (eV) = 1.793
- HOMO (eV) = -11.50

Structure (XYZ):
```
131
Properties=species:S:1:pos:R:3:forces:R:3
Tl -3.1260 0.2124 -0.3610 0.86 0.28 0.35
S 0.5354 1.4267 -0.4147 1.04 4.90 3.27
S -3.5583 4.5471 -1.1252 2.70 5.01 -2.08
S 1.0871 -1.0759 -0.0257 0.57 -1.64 3.72
S -5.6426 3.1728 -0.3108 -0.90 1.39 1.42
F -1.2015 5.1300 -2.4253 0.38 1.74 0.48
F -2.9875 4.9637 -3.7651 1.12 -0.23 1.91
F 1.2256 0.3619 -2.8087 -0.18 1.32 0.08
F 1.3141 -3.6815 -0.0115 0.41 -0.25 -0.32
F -7.2235 2.0144 -2.2914 2.34 -0.55 -1.18
F -0.5811 -3.0263 -0.7964 -0.56 -0.10 0.02
F 1.1154 -2.9010 -2.0627 0.62 0.02 0.32
F -8.1902 3.1599 -0.9844 -1.29 0.65 2.88
F 2.7592 1.6208 -1.9690 -1.07 0.45 -0.09
F -6.9752 4.2293 -2.2567 0.95 0.18 -1.36
F 0.9290 2.5863 -2.8210 0.96 -1.88 1.01
F -1.9230 3.2595 -2.9077 -0.74 -0.59 0.16
O 6.6702 -2.1651 0.0749 -1.20 0.87 -0.72
O -4.3301 0.4799 2.2911 0.86 1.52 -0.36
O -2.4246 2.6609 1.6513 -0.16 -1.56 0.05
O 5.2235 5.9532 -2.7548 -0.06 0.37 -1.04
O -5.8543 1.9677 0.3921 0.79 -2.47 -0.01
O 2.3152 -0.7844 -0.7159 -0.40 0.40 0.03
O -4.5337 5.6067 -1.3301 0.99 -1.30 -0.38
O -2.3787 -6.5004 0.9376 0.21 0.30 -0.42
O -3.6103 -2.7478 0.4369 -1.38 2.23 -1.94
O -0.4495 2.5107 -0.3441 0.62 -1.33 -1.20
O 3.5956 5.6721 -0.0240 -0.53 -0.33 -0.51
O 0.9250 -3.3715 3.9916 0.90 -1.08 0.42
O -2.1350 0.4896 -3.1400 0.66 -0.75 0.58
O 0.7867 2.6585 4.3008 1.71 1.18 -1.11
O 1.5216 1.5689 0.7069 -1.56 -0.93 -3.08
O 5.7310 0.9404 2.0538 0.39 0.06 0.08
O 1.2071 -1.3018 1.4722 -1.17 0.70 -4.35
O -2.5042 1.6984 -5.7752 -0.60 0.89 1.11
O 3.5479 -3.0572 3.4065 -0.23 -0.23 0.34
O 0.0381 1.5332 -6.8468 -0.32 0.06 -0.98
O -5.8974 4.3360 0.5274 0.80 -0.98 -1.76
O -2.6260 4.7982 -0.0674 0.30 -0.31 1.22
O -2.9247 -2.1883 -2.3732 0.60 0.41 0.55
O 4.9289 -3.9625 -1.7086 0.17 -0.74 -0.25
O 0.2733 -6.7710 0.0645 1.45 -0.22 0.56
O -1.7716 -1.0173 2.2086 -0.33 -1.03 -1.15
O -0.6853 -0.5376 4.7918 0.52 0.32 -0.33
O 4.1238 -0.1782 4.1079 -0.61 0.87 -0.64
N -0.2170 0.0741 -0.5039 1.14 -3.55 0.70
N -4.1127 3.1386 -1.1763 -3.85 -2.83 1.01
C 4.8888 -2.5615 -1.6777 -0.33 0.24 1.64
C 1.9289 -3.7581 4.9883 -0.42 0.20 -0.24
C -3.8228 1.5133 3.2429 -1.03 -3.46 -0.26
C -1.9676 2.9628 -6.2770 2.14 -1.23 -0.42
C -2.3994 -1.9028 -3.6465 -0.05 0.88 -2.05
C 0.7241 -2.8291 -0.8024 -1.14 1.58 0.51
C -2.3013 4.5043 -2.6241 -2.19 -1.03 -1.77
C 0.0246 1.5938 3.8681 -0.97 -0.36 1.21
C -0.3864 2.6913 -6.1891 -1.05 1.30 0.68
C -1.4333 -0.6582 -3.6311 -1.03 -1.29 1.05
C -3.4260 2.7858 2.6220 0.14 0.94 -0.07
C 4.6006 4.8511 -2.1624 -1.17 0.36 1.64
C 3.2829 -4.1938 4.3189 -0.89 2.02 -1.13
C -0.7174 -6.4368 -0.8374 -1.61 0.24 0.30
C 3.3024 5.2646 -1.3602 1.57 -0.88 -0.48
C 0.4568 0.3526 4.6870 -1.44 -0.84 -0.42
C -2.6717 -3.2775 1.2445 1.71 -1.18 4.55
C 1.4396 1.5018 -2.1244 0.20 0.67 -0.53
C 3.5993 0.7733 3.1397 -0.18 0.20 1.17
C -1.9990 -7.1036 -0.3302 -1.20 0.16 0.69
C -7.0425 3.1090 -1.5790 -1.24 0.72 -0.64
C 4.7176 1.6918 2.6910 -0.53 -0.68 -0.94
C 5.2189 -2.0720 -0.1992 1.47 -0.64 -1.44
C -2.1880 -2.3715 2.5146 -0.55 0.16 -1.37
H -3.2185 -1.7484 -4.3490 -0.46 0.89 0.07
H -0.6048 0.9142 -6.4931 0.28 -0.67 -0.20
H -2.0331 -8.1738 -0.1258 0.70 -0.16 -0.62
H 4.3203 4.0403 -2.8348 0.03 0.09 -0.49
H 4.3572 2.4075 1.9520 -0.32 0.32 0.16
H 6.8552 -2.8682 0.7019 -0.28 -0.08 -0.13
H 4.7864 -2.6400 0.6244 -0.90 -0.11 -0.58
H 5.0756 2.2345 3.5659 0.33 -0.16 0.00
H -5.0069 -0.0542 2.7133 0.03 0.01 0.16
H 4.8537 -1.0451 -0.2127 0.49 0.25 0.55
H -1.4128 -2.8957 3.0735 0.27 -0.17 -0.39
H -3.0321 3.4454 3.3953 -0.30 0.18 0.32
H 1.3796 -2.6281 3.5888 -0.19 0.25 -0.72
H 1.8952 -2.8400 5.5748 1.41 -0.18 0.56
H 5.5265 -2.1030 -2.4335 0.69 0.08 0.37
H -3.5252 -2.9353 -2.4272 -0.06 0.01 -0.09
H -2.9977 -2.2554 3.2350 -0.52 -0.26 -0.19
H -4.3314 3.2421 2.2219 -0.26 0.43 -0.36
H -2.1902 3.8859 -5.7418 -0.31 -0.77 1.13
H 3.0969 -5.0604 3.6845 -0.05 -0.16 0.18
H 3.8885 -2.2798 -2.0064 -0.29 0.55 0.60
H -1.0135 -5.3955 -0.7104 0.35 0.46 -0.21
H -1.9836 -2.7501 -4.1918 1.01 -0.42 0.78
H -0.6173 -0.9019 -2.9508 -0.22 0.18 0.22
H -0.9308 -0.4563 -4.5771 -0.46 -0.14 -0.28
H -2.9879 1.0375 3.7575 0.37 0.02 0.16
H -2.5874 1.0177 -6.4470 -0.16 0.50 -0.50
H 2.8705 1.4585 3.5727 -0.12 0.01 0.77
H 2.6843 5.9789 -1.9041 0.39 0.51 -0.12
H 0.0497 1.3098 2.8161 1.20 0.61 -0.26
H 4.4362 -4.2024 -2.4969 0.16 -0.44 -0.04
H -0.3445 -6.5534 -1.8550 -0.71 -0.49 -0.22
H 0.4275 3.1044 5.0714 -0.25 -0.32 0.03
H -2.8859 -6.8552 -0.9130 0.28 -0.11 -0.59
H 0.1900 3.5904 -6.4069 0.08 -0.23 -0.79
H 3.9745 -1.0466 3.7270 -0.15 -0.34 0.25
H -1.0036 1.9546 3.8951 -0.74 -0.80 0.86
H 2.6894 4.3634 -1.3753 -0.04 -0.12 0.76
H -1.0232 -0.8146 2.7747 0.16 -0.05 0.28
H -2.0763 3.5201 1.4020 0.11 0.46 -0.35
H -4.6587 1.5401 3.9419 0.29 0.99 0.29
H 4.4595 -3.0323 3.1065 0.13 -0.43 0.11
H 5.4068 4.5089 -1.5135 -0.71 -0.96 0.79
H -2.3549 1.0464 -3.8905 -0.29 0.43 -0.55
H 6.0367 5.5377 -3.0510 0.43 0.75 -0.41
H -4.0415 -3.5044 0.0328 -0.31 0.20 -0.30
H -0.4802 -1.1569 5.4960 -0.12 -0.30 -0.07
H 0.8627 0.4296 5.6956 0.04 1.04 -0.14
H -2.4478 3.2064 -7.2247 0.67 -0.54 -0.57
H -3.2108 -4.0970 1.7198 0.34 -0.36 0.82
H 4.1931 -4.3310 4.9027 -0.56 -0.13 0.64
H 1.0652 -6.9291 -0.4546 0.25 -0.09 0.44
H 1.2382 -0.0698 4.0552 0.18 -0.46 0.11
H 5.3296 0.0895 1.8627 0.38 -0.19 -0.11
H 2.9716 0.2488 2.4192 0.69 -0.06 -0.76
H -0.1104 2.4711 -5.1579 -0.73 0.59 0.64
H 4.4225 6.1597 -0.0287 0.05 0.16 -0.12
H -1.8708 -3.8459 0.7715 0.34 0.75 -0.27
H -1.7014 -6.6695 1.5967 0.26 -0.17 0.00
H 1.5211 -4.5388 5.6305 -0.03 -0.19 -0.33
```
Positions in Å, forces in eV/Å.


Below is a molecular structure, C24H60F2O16P4Zn, with properties calculated with wB97M-V/def2-TZVPD.

- max |F| (eV Å⁻¹) = 6.672
- frontier orbital gap (eV) = 9.208
- HOMO (eV) = -8.65
- energy above the lowest of the compared OMol25 structures with the same formula, charge and spin (eV) = 3.542

Structure (XYZ):
```
107
Properties=species:S:1:pos:R:3:forces:R:3
Zn -0.4663 0.9207 -0.1611 0.33 1.55 0.21
P 3.1701 -0.2999 -0.2921 0.76 -1.96 -1.86
P -1.1713 -2.4756 0.2555 -0.43 0.62 -1.86
P -0.4535 2.3121 -3.2234 0.37 -0.31 -0.50
P -0.7064 0.7092 3.2349 -0.83 -0.43 0.95
F -2.3645 1.3326 -0.1289 0.13 -0.01 0.05
F 0.5784 2.6122 0.1580 -0.47 -0.36 -0.25
O -0.7644 1.5936 -4.5997 -0.38 0.67 -0.81
O 0.9287 3.1661 -3.6060 -2.95 -2.54 2.15
O -0.7620 -1.1125 -0.2219 -0.27 -3.41 0.50
O -1.6537 3.4250 -3.1123 1.21 -2.83 -1.95
O -0.3944 1.2164 -2.2021 0.49 2.10 -1.20
O -2.0434 -0.1505 3.6019 1.66 0.71 -0.86
O 3.5171 -1.7151 -1.0721 -0.71 1.29 0.42
O -1.1870 2.1821 3.7537 1.63 -2.78 0.90
O 0.0097 -3.4650 0.7295 -0.38 2.99 -0.56
O 0.5441 0.2566 4.2156 -3.93 -0.09 -5.39
O -1.8741 -3.3792 -0.9350 1.00 0.92 1.78
O 1.7709 0.0649 -0.4954 0.09 0.07 0.85
O -0.3271 0.4949 1.8452 0.25 0.21 0.81
O 3.6808 -0.5493 1.2166 -0.41 0.21 -1.49
O 4.2506 0.6352 -1.0240 -1.45 0.81 0.01
O -2.2495 -2.4724 1.3981 1.26 0.06 0.02
C 4.5254 2.7610 -2.3882 -0.33 -0.83 0.47
C 0.5244 0.6722 5.4848 2.31 2.61 2.58
C 5.7346 0.5442 1.9125 -1.49 -1.19 1.57
C 1.0222 3.9512 -4.7744 0.63 1.05 0.52
C -1.5604 4.2401 -2.0083 1.05 2.22 2.31
C -2.2005 -1.2979 4.4085 -0.96 0.40 0.54
C 2.5173 3.8979 -5.0366 -0.81 0.42 -0.65
C -0.2967 -5.7416 -0.0640 -0.46 -0.45 -0.72
C 1.6462 -0.1760 6.0252 -1.20 -0.47 2.36
C -2.5226 5.4289 -2.1716 0.02 -1.45 -0.97
C 5.0647 -0.8012 1.4662 1.81 1.22 -0.12
C 2.5230 -2.7760 -1.1940 1.42 -0.34 1.34
C -4.1056 -3.8585 1.7413 -0.69 0.44 -1.09
C -2.1403 1.1908 -4.8580 0.13 0.01 0.95
C -2.9208 -0.8271 5.6518 0.47 -0.57 1.04
C -2.0675 2.9225 3.0002 -0.73 4.24 -2.56
C -2.1991 -0.3231 -5.1465 -0.62 0.86 -1.43
C 3.7232 2.0175 -1.3207 0.48 0.14 0.47
C -0.1252 -4.7859 1.1006 -1.18 -2.30 0.23
C -1.9699 4.4914 3.2904 0.69 -1.71 -0.58
C 3.1699 -3.9748 -0.4384 -1.98 0.25 -1.00
C -2.3839 -2.7432 -2.0972 0.17 -0.87 -1.62
C -3.6923 -2.4757 1.2300 1.42 -0.95 0.74
C -2.1510 -3.7592 -3.2932 0.28 0.93 0.65
H -4.0037 -1.5728 1.7552 -0.44 -0.27 -0.06
H 2.6909 2.1153 -1.6568 -0.20 -1.21 0.00
H 5.1734 0.7151 2.8312 0.33 0.71 0.34
H -3.9648 -4.1999 2.7668 -0.18 0.87 0.20
H -3.9842 -0.6385 5.5041 0.08 -0.21 -0.12
H -1.0211 -4.9071 1.7095 0.16 0.11 0.59
H 6.7870 0.4358 2.1750 -0.03 -0.03 -0.26
H -1.7447 2.9512 1.9595 0.14 -0.71 -0.19
H -1.6472 -1.0589 -4.5617 -0.07 0.68 0.44
H 0.2332 -5.3515 -0.9330 0.24 -0.37 -0.01
H -3.9380 -2.4483 0.1684 -0.06 0.33 0.14
H 2.6172 -4.8376 -0.8101 0.31 -0.50 -0.04
H -2.1122 -3.2529 -4.2577 -0.71 0.09 -0.01
H -2.7276 1.6228 -4.0476 -0.20 -1.03 0.54
H -3.2354 -0.6261 -5.2962 -0.25 -0.05 0.69
H -3.5402 -4.5811 1.1530 -0.13 -0.01 -0.29
H 5.6115 2.6686 -2.3882 -0.04 0.15 0.53
H -1.2952 -1.8682 4.6165 0.34 0.45 -0.05
H -1.8748 -0.4253 -6.1821 0.63 -0.11 -0.05
H 0.8035 1.7259 5.4897 0.42 0.37 0.07
H 0.7625 4.9761 -4.5095 -0.15 0.20 0.09
H -2.8859 -1.9981 3.9311 0.19 0.06 -0.52
H 2.8162 2.8506 -5.0805 0.19 0.18 -0.52
H 1.8857 0.1319 7.0429 0.47 0.09 -0.02
H -3.1292 2.6896 2.9198 0.08 -0.99 0.90
H -0.9204 4.7572 3.1642 0.19 0.01 0.67
H 2.5199 -0.2636 5.3794 -0.32 0.27 0.03
H 5.5325 1.3999 1.2682 0.16 -0.44 -0.35
H -2.8345 -4.6082 -3.2933 -0.22 0.28 -0.03
H -0.4176 0.7713 6.0242 -0.30 -1.24 0.02
H -1.3213 -5.9284 -0.3859 -0.24 0.71 0.06
H 2.3072 -3.0025 -2.2381 0.37 0.28 -0.10
H -3.4329 -2.5073 -1.9180 -0.19 -0.22 -0.31
H -1.8981 -1.7825 -2.2676 0.27 -0.12 -0.04
H 5.7482 -1.1161 0.6777 -1.09 -0.45 -1.05
H 2.8300 -3.8915 0.5939 0.85 0.07 0.26
H 1.5843 -2.5406 -0.6924 0.19 0.39 -0.21
H 4.2359 -4.0841 -0.6377 -0.19 0.12 0.31
H 0.3243 3.6868 -5.5688 0.37 -0.63 -0.09
H 3.0485 4.3637 -4.2065 -0.14 0.01 -0.09
H -2.3709 4.9577 2.3905 -0.74 0.12 0.31
H -5.1403 -3.8779 1.3993 -0.33 -0.79 0.51
H -0.5261 4.5820 -1.9714 0.19 0.50 0.18
H -1.1497 -4.1892 -3.2655 0.15 0.07 0.61
H -2.7374 5.9781 -1.2549 0.07 -0.07 -0.26
H 0.7575 -5.1285 1.6407 0.02 0.63 0.23
H 5.0840 -1.6299 2.1740 0.11 0.47 0.46
H 4.1773 3.7794 -2.2158 0.38 0.24 -0.46
H -2.2178 6.0386 -3.0221 0.50 0.51 0.42
H 3.6461 2.5085 -0.3506 0.60 0.26 0.00
H -0.0130 -6.7602 0.2006 0.75 0.14 0.07
H 1.1403 -1.1313 6.1657 0.61 -0.58 -0.17
H -3.3992 4.9643 -2.6230 -0.68 0.08 0.66
H -1.6375 3.6667 -1.0845 -0.70 -0.06 0.09
H -2.5050 0.0685 6.1134 0.21 0.06 -0.31
H 4.1976 2.4005 -3.3632 -0.02 0.19 0.01
H 2.6640 4.4936 -5.9375 0.65 -0.35 -0.21
H -2.5554 1.8049 -5.6571 0.51 -0.38 -0.73
H -2.7449 -1.6197 6.3792 -0.60 -0.09 0.36
H -2.4010 4.8433 4.2276 0.03 0.01 -0.17
```
Positions in Å, forces in eV/Å.